Entry 1:
A structure of composition C25H35ClN5O6SSe2Tl at a distorted geometry, computed with wB97M-V/def2-TZVPD.

XYZ file:
```
76
Properties=species:S:1:pos:R:3:nbo_charge:R:1
C 2.2660 0.8545 0.6098 0.76
H 1.4507 -2.0154 -3.9909 0.20
H -1.1217 -4.4429 4.4155 0.17
Se -3.1725 -1.3964 2.2320 -0.23
H 0.3467 1.8433 -1.2514 0.25
H 3.8846 1.8589 -5.4784 0.22
O 2.9131 0.6776 1.6471 -0.72
H 2.8898 1.3566 4.0653 0.42
H -1.0390 -0.6119 -2.3901 0.12
C 0.0332 2.4818 -4.5476 -0.04
C -2.1839 3.6275 -0.3043 -0.24
H -1.3626 2.4945 -2.9227 0.23
H -3.6813 3.9489 -1.8021 0.23
H -1.9164 4.6723 -0.2357 0.23
H 1.9023 -3.0989 -1.4960 0.20
C 1.8025 -2.0397 -1.2460 -0.43
C 0.2384 4.3636 1.2505 -0.68
C -3.5227 1.8807 -1.2358 -0.20
N 2.1323 1.2485 4.7319 -0.78
H 2.0770 -0.4398 -3.4532 0.21
H 0.4539 4.5398 0.1967 0.24
C -2.1655 -5.5017 2.0828 -0.05
H 4.0516 1.6535 -0.2177 0.21
C -2.8532 0.9979 -0.3998 0.06
C 1.2041 -1.0958 -3.4559 -0.40
H 1.6238 2.4182 -5.9764 0.23
H 4.0931 0.7228 -4.1303 0.22
N -0.2037 2.1750 2.3126 -0.19
H -3.2148 -5.5938 2.3796 0.18
H 2.6479 2.7343 -0.3460 0.17
N 0.7689 2.2919 3.2204 -0.43
C 1.3489 2.2829 -4.9381 -0.24
H 4.3873 2.4320 -3.8809 0.23
H 2.7625 -1.5421 -1.3846 0.21
H -0.1759 -3.9811 0.8350 0.21
C -1.5473 2.6771 0.4876 0.17
O 1.0981 0.4523 0.3433 -0.78
C -3.1836 3.2217 -1.1741 -0.17
C -1.6986 -4.0500 2.3693 -0.17
H -4.2883 1.5191 -1.9073 0.22
C -2.6244 -3.1650 1.5208 -0.55
H 1.4964 -1.9454 -0.2080 0.26
O -1.3870 -6.5063 2.7095 -0.72
C 2.9952 1.6987 -0.4716 -0.17
H 1.1700 4.4138 1.8106 0.22
C 0.6234 1.9849 -2.2850 -0.30
O -3.1096 -4.0382 4.3862 -0.74
C -1.8115 -3.7862 3.8775 -0.07
N 0.8097 -1.4016 -2.0974 -0.40
H 2.2573 0.4928 5.3849 0.42
H -3.6638 -3.2862 4.1386 0.48
Cl -1.1594 2.9198 -5.7353 -0.01
H -1.5009 -2.7615 4.0885 0.20
H 0.2957 -4.8304 2.3101 0.24
H -3.5780 -3.6660 1.3454 0.22
H -2.0919 -5.6889 1.0086 0.18
C -0.4109 -1.1314 -1.6480 0.57
C -0.4608 3.0458 1.4238 0.24
O 2.9277 1.3146 -1.8370 -0.53
Tl -0.7048 -0.3941 1.7999 1.03
C -0.3343 2.3444 -3.2239 -0.25
S -0.4054 0.4534 4.7078 -0.11
N -1.8969 1.3872 0.4305 -0.44
C -0.2364 -3.9618 1.9235 -0.55
Se 0.8743 -2.4486 2.5514 -0.13
H 1.5702 2.8846 3.0498 0.39
H 0.3929 -0.5882 -3.9762 0.21
H -2.1691 -2.9665 0.5552 0.24
H -0.4020 5.1727 1.6096 0.24
H -1.4797 -6.4030 3.6619 0.47
C 3.7496 1.7198 -4.4072 -0.63
C 0.9070 1.3201 4.1882 0.29
C 2.3140 1.9181 -4.0123 -0.05
H -3.0852 -0.0609 -0.3918 0.24
C 1.9345 1.7477 -2.6723 0.37
O -0.8517 -1.4058 -0.5301 -0.69
```

## Properties
Lowest unoccupied orbital energy (Ha): -0.0335
DFT total energy (Eh): -7532.6103
HOMO (hartree): -0.2770
Total charge: 0
M (Da): 931.4
Orbital gap (eV): 6.63
Max |F| (Eh/bohr): 0.01960

---

Entry 2:
A cluster of 9 separate species, C8H35N16O9 in total at a distorted geometry, computed with wB97M-V/def2-TZVPD.

XYZ file:
```
68
Properties=species:S:1:pos:R:3:nbo_charge:R:1
C 2.4713 2.8178 -1.4777 0.80
N -1.8635 -1.6070 5.4867 -0.84
C -1.6903 2.8999 -0.2394 0.77
C -3.3059 -0.2054 -1.3021 0.76
H 0.9816 -1.8714 3.3363 0.42
H 0.7048 -1.3107 -4.0788 0.39
H 3.4423 3.6677 -3.0383 0.40
H 0.0289 1.0658 -0.0825 0.56
N -1.7290 2.9019 -1.5344 -0.82
H -0.4021 -0.3983 0.1824 0.56
H -4.0294 0.7687 -2.9234 0.42
O 2.3055 1.8891 -0.7724 -0.71
H 2.3174 1.7182 3.2619 0.42
H -1.5488 -4.4288 -0.9728 0.38
N 3.6805 -2.2003 0.3811 -0.77
N 2.4990 0.7255 3.2206 -0.79
H -1.3713 -2.1793 6.1577 0.39
O -2.6477 -1.0199 -1.9295 -0.70
H -1.4663 -0.6790 5.5207 0.39
N -3.4179 -0.1648 0.0212 -0.85
N -0.5935 -3.9162 1.0576 -0.79
H -4.2521 0.2482 0.4133 0.39
H 0.9504 -0.1021 -0.5880 0.55
H 2.4771 -1.3707 4.0518 0.38
C 3.2247 -1.2290 -0.2554 0.79
N 3.2499 2.8183 -2.5269 -0.82
H 0.9604 -0.5306 -2.5154 0.42
C 0.4071 0.7040 -3.9394 0.76
C -1.0465 -2.9674 0.2874 0.79
O 0.3021 1.6680 -3.2108 -0.74
N -1.5873 -3.4352 -0.7957 -0.81
H -0.0679 -3.7544 1.9047 0.43
H -0.4447 -4.7476 0.5037 0.37
O 0.5991 0.3634 2.1863 -0.72
N 0.2332 0.7167 -5.1906 -0.80
H -2.8690 -0.8595 0.5072 0.43
H -2.0389 -1.5604 2.3788 0.43
N 4.1286 -0.2261 -0.1754 -0.85
N 1.8174 3.9863 -1.3107 -0.84
N -2.8915 3.0101 0.3000 -0.83
H 3.2292 -3.1031 0.3445 0.40
H -2.6102 2.7241 -1.9948 0.38
H 3.2808 0.2720 3.6713 0.38
H -3.6129 3.2363 -0.3697 0.39
H -2.9770 2.8150 1.2873 0.42
H 3.8113 2.0068 -2.7422 0.41
O 0.0431 0.1767 -0.4443 -0.81
H 0.1066 1.6247 -5.6145 0.41
N -3.8910 0.7380 -1.9234 -0.81
O -0.9636 -3.0851 4.0791 -0.72
H -0.8393 2.9197 -2.0122 0.44
C 1.5624 -0.0059 2.8688 0.75
O -0.6455 2.7144 0.3061 -0.72
H 1.0551 3.8944 -0.6546 0.42
O 2.1553 -1.1591 -0.8140 -0.73
N 1.7684 -1.2381 3.3445 -0.85
H 0.3792 -0.0909 -5.7792 0.39
N 0.6910 -0.4916 -3.4880 -0.82
C -1.7578 -2.1344 4.2807 0.78
H -2.2433 -2.8708 -1.3165 0.45
H -4.5378 1.3430 -1.4378 0.37
H 4.6643 -2.1892 0.6098 0.38
N -2.3455 -1.3907 3.3261 -0.83
H 1.5829 4.2866 -2.2461 0.38
H -2.8217 -0.5353 3.5743 0.39
H 3.6519 0.6618 -0.2417 0.44
H 4.9138 -0.5021 0.3969 0.37
O -1.1670 -1.8225 0.6899 -0.78
```

## Properties
Lowest unoccupied orbital energy (Ha): -0.0639
DFT total energy (Eh): -1879.1283
HOMO (hartree): -0.4306
Total charge: +1
M (Da): 499.5
Orbital gap (eV): 9.98
ΔE to the lowest compared entry with this formula, charge and spin (eV): 3.294
Max |F| (Eh/bohr): 0.15989

---

Entry 3:
A structure of composition C7H4DyO5 at a distorted geometry, computed with wB97M-V/def2-TZVPD.

XYZ file:
```
17
Properties=species:S:1:pos:R:3:lowdin_spin:R:1
O -1.3874 -2.0562 2.7975 0.00
C 0.1385 -1.7238 -1.6349 0.00
H 1.0769 -2.3160 -1.5232 0.00
O -3.2701 0.4405 0.6236 0.00
C 0.0632 2.2239 -0.4124 -0.01
H -0.7738 -2.3129 -1.4303 0.00
H -0.8165 0.0569 -2.4143 0.00
C 2.6721 0.2558 0.4651 -0.01
O 0.0068 2.0303 3.2720 0.00
C 0.0772 1.3439 2.3561 -0.01
H 1.0424 0.0713 -2.4480 0.00
O 3.7950 0.5012 0.5380 0.00
C -2.1346 0.2318 0.5147 -0.01
C -0.8369 -1.4795 1.9591 -0.01
O 0.0148 3.3146 -0.7739 0.00
C 0.1201 -0.4449 -2.1176 0.01
Dy 0.2124 -0.1370 0.2283 5.05
```

## Properties
Lowest unoccupied orbital energy (spin up / spin down) (Ha): -0.5585 / -0.5503
Multiplicity: 6
DFT total energy (Eh): -1529.0743
HOMO (spin up / spin down) (hartree): -0.9162 / -0.9126
Total charge: +3
M (Da): 330.6
⟨S²⟩: 9.32
Orbital gap (spin up / spin down) (eV): 9.74 / 9.86
ΔE to the lowest compared entry with this formula, charge and spin (eV): 0.000
Max |F| (Eh/bohr): 0.15443

---

Entry 4:
A structure of composition C11H30O15V at a distorted geometry, computed with wB97M-V/def2-TZVPD.

XYZ file:
```
57
Properties=species:S:1:pos:R:3:nbo_charge:R:1
O -2.1158 0.6434 -1.9163 -0.90
C -3.1573 3.3894 0.3491 -0.09
H -4.7289 0.2750 1.8100 0.15
H 0.6329 -3.8079 3.8935 0.48
H -4.1699 4.0489 -1.4814 0.16
O -1.9092 2.9243 -0.1965 -0.75
H 2.9945 -3.8586 2.2960 0.14
H 4.8031 -0.5037 -1.2918 0.16
C 4.4844 -1.1984 -0.5147 -0.10
O -0.2404 0.6217 0.5433 -0.59
H 2.0889 -1.7040 2.5683 0.18
H -0.1861 2.2093 -2.5678 0.23
H -5.2108 3.8557 -0.0542 0.16
H -3.8617 1.7885 -1.5401 0.51
H -2.6116 -1.9676 0.2686 0.50
O 3.3019 -0.7360 0.2478 -0.71
H 6.8185 -0.1523 0.2788 0.46
O 1.3352 -4.7655 1.8104 -0.74
H -2.1299 2.2084 -0.7968 0.50
H -3.3962 2.6031 1.0651 0.16
H 1.2401 2.3932 -3.4639 0.17
C 0.8894 2.0492 -2.4909 -0.12
H 0.5057 -2.2816 2.0947 0.17
H -2.9793 -1.3911 2.5851 0.16
H 2.0523 0.4943 -2.4510 0.50
C 5.6066 -1.7234 0.3365 -0.09
O -4.6567 2.1667 -1.1574 -0.75
H -5.7193 -0.5145 0.2017 0.48
H 4.2012 -2.0929 -1.0696 0.18
O -4.8247 -0.8569 0.2657 -0.74
O 1.1503 0.6676 -2.1718 -0.69
H -3.6343 0.7694 0.5389 0.18
O 0.6002 -1.5951 -0.4821 -0.54
H 6.1993 -2.2967 -0.3763 0.15
O 1.1732 -3.0145 3.8964 -0.73
C -2.2985 -0.3081 -2.6996 0.93
C 2.0922 -3.6239 1.7313 -0.09
C 1.3390 2.9255 -1.3520 -0.11
C -4.3758 3.4283 -0.6093 -0.08
O 6.3065 -0.6152 0.9460 -0.73
H 3.1945 3.2260 -1.5676 0.45
H -2.0901 0.0001 2.0542 0.21
C -2.7746 -0.7750 1.7096 -0.09
C -4.0098 -0.0986 1.0810 -0.07
H 0.7315 2.7214 -0.4703 0.23
H 5.2662 -2.3712 1.1444 0.20
V -0.4340 -0.3746 -0.7203 1.49
H 3.5271 0.0854 0.6908 0.48
O -2.0009 -1.4084 0.7542 -0.68
H -3.1413 4.3729 0.8186 0.17
C 1.4198 -2.5631 2.6176 -0.08
O -1.5343 -1.2520 -2.5684 -0.79
O 2.6921 2.7218 -0.9235 -0.72
H 2.3540 -3.3480 0.7098 0.19
O -3.1232 -0.3063 -3.6326 -0.79
H 1.2285 3.9627 -1.6685 0.16
H 1.0856 -5.0477 0.9274 0.48
```

## Properties
Lowest unoccupied orbital energy (Ha): 0.0815
DFT total energy (Eh): -2509.7199
HOMO (hartree): -0.1503
Total charge: -1
M (Da): 453.3
Orbital gap (eV): 6.31
ΔE to the lowest compared entry with this formula, charge and spin (eV): 2.017
Max |F| (Eh/bohr): 0.13443